1.
Entry from the OMol25 dataset: a 4-piece molecular cluster, C6H12Br6NO3 overall at a distorted geometry (wB97M-V/def2-TZVPD).

Geometry as XYZ:
```
28
Properties=species:S:1:pos:R:3:nbo_charge:R:1
N -8.0498 8.5450 22.4137 0.702
O -8.2125 7.3116 22.5209 -0.549
O -7.1042 9.0333 21.7470 -0.570
O -8.8814 9.3252 22.9694 -0.576
Br -9.8960 10.4355 25.6915 -0.006
C -8.2144 11.4378 25.5079 -0.447
C -7.3274 11.2599 26.7273 -0.418
Br -7.8157 12.5053 28.1680 -0.067
H -8.4523 12.4856 25.3692 0.221
H -7.7009 10.9900 24.6588 0.261
H -6.3551 11.6252 26.4008 0.220
H -7.3642 10.2658 27.1494 0.234
Br -11.5615 10.9045 21.4819 0.020
C -10.9286 10.9447 19.6512 -0.462
C -9.7864 9.9818 19.3630 -0.445
Br -10.2590 8.1401 19.8957 0.002
H -10.6555 11.9826 19.4607 0.217
H -11.7542 10.7512 18.9674 0.207
H -8.8457 10.2561 19.8325 0.250
H -9.6156 10.0114 18.2861 0.209
Br -3.8731 5.3216 24.6616 -0.090
C -5.8521 5.5270 24.4514 -0.406
C -6.3933 5.8535 25.8227 -0.440
Br -8.3437 5.9665 25.5476 0.012
H -6.3029 4.5879 24.1361 0.221
H -6.0036 6.2765 23.6830 0.266
H -6.0068 6.8092 26.1711 0.218
H -6.1850 5.1011 26.5737 0.215
```

Summary:
Multiplicity: 1
Gap between HOMO and LUMO in eV: 7.4
Charge: -1
Energy relative to the best compared isomer or geometry (same formula, charge and spin) in kJ/mol: 0.0
HOMO in Ha: -0.178
Strongest force on any atom in eV/Å: 1.20


2.
Entry from the OMol25 dataset: a 2-piece molecular cluster, C6H12BrNS overall at a distorted geometry (wB97M-V/def2-TZVPD).

Geometry as XYZ:
```
21
Properties=species:S:1:pos:R:3:nbo_charge:R:1
C 2.9290 -0.3535 -0.3213 0.517
C 2.8246 0.5979 -1.3974 -0.745
C -2.2799 -0.8021 -0.2210 -0.611
C -2.5020 1.3047 1.1118 -0.622
C 0.8002 -0.9381 0.2379 -0.684
C -1.7532 0.5816 -0.0042 -0.344
N 3.7219 -0.8911 0.3804 -0.628
S 0.0362 0.6408 0.3987 0.218
Br 1.1157 -1.9126 1.8722 -0.003
H 3.5624 0.3179 -2.1743 0.255
H 1.7596 0.6122 -1.5375 0.268
H 3.1186 1.5214 -0.9940 0.255
H -3.2713 -0.7760 -0.8402 0.215
H -1.6137 -1.3138 -0.9369 0.210
H -2.3730 -1.1797 0.7633 0.217
H -2.2021 0.9832 2.0614 0.217
H -3.6439 1.3504 1.0543 0.217
H -2.3506 2.4798 0.9955 0.212
H 0.4426 -1.5849 -0.5757 0.209
H -1.8907 1.1096 -0.9334 0.205
H 3.5696 -1.7478 1.0605 0.422
```

Summary:
Multiplicity: 1
Gap between HOMO and LUMO in eV: 8.5
Energy relative to the best compared isomer or geometry (same formula, charge and spin) in kJ/mol: 210.1
HOMO in Ha: -0.284
Strongest force on any atom in eV/Å: 4.57


3.
Entry from the OMol25 dataset: a 4-piece molecular cluster, C6H12Cl9O4P overall at a distorted geometry (wB97M-V/def2-TZVPD).

Geometry as XYZ:
```
32
Properties=species:S:1:pos:R:3:nbo_charge:R:1
C 17.6326 8.8964 9.8234 -0.261
O 17.9520 7.5311 10.0022 -0.806
P 17.2584 6.4356 9.0581 2.613
O 15.7997 6.3445 9.2270 -1.131
O 17.8376 6.7706 7.6087 -0.808
C 19.2407 6.7533 7.3818 -0.253
O 17.9897 5.1266 9.5825 -0.826
C 17.3397 3.8907 9.8229 -0.248
H 16.6799 9.0801 9.3218 0.197
H 18.4115 9.4487 9.2926 0.180
H 17.5460 9.3528 10.8112 0.198
H 19.4766 5.9411 6.6931 0.190
H 19.8111 6.5976 8.2987 0.196
H 19.5984 7.6770 6.9284 0.193
H 17.6352 3.1414 9.0907 0.186
H 16.2579 4.0175 9.8106 0.204
H 17.6286 3.5141 10.8032 0.193
C 14.8851 -0.2187 9.7212 -0.281
Cl 15.0882 1.4866 9.2388 0.003
Cl 13.2803 -0.5814 10.3853 0.025
Cl 16.1966 -0.8084 10.7363 0.031
H 14.9066 -0.7911 8.8039 0.222
C 15.9496 3.0963 6.0768 -0.293
Cl 17.6157 3.6125 6.2486 0.017
Cl 15.3784 2.9672 4.4381 0.040
Cl 14.9365 4.2380 6.9985 0.011
H 15.8081 2.1221 6.5288 0.230
C 13.1182 6.1908 9.6140 -0.277
Cl 13.2462 7.0490 11.1653 -0.006
Cl 12.3185 7.2396 8.4516 0.005
Cl 12.1839 4.6776 9.8408 -0.026
H 14.1094 5.9255 9.2637 0.282
```

Summary:
Multiplicity: 1
Gap between HOMO and LUMO in eV: 10.8
Energy relative to the best compared isomer or geometry (same formula, charge and spin) in kJ/mol: 0.0
HOMO in Ha: -0.383
Strongest force on any atom in eV/Å: 1.48
SMILES: COP(=O)(OC)OC.ClC(Cl)Cl.ClC(Cl)Cl.ClC(Cl)Cl


4.
Entry from the OMol25 dataset: C6H12ClFeO16S3Ti as an isolated structure at a distorted geometry (wB97M-V/def2-TZVPD).

Geometry as XYZ:
```
40
Properties=species:S:1:pos:R:3:mulliken_spin:R:1
Fe -28.0215 2.0454 -1.9791 3.904
Ti -30.2386 -4.4579 -0.7964 3.013
Cl -29.5532 -1.1908 -1.3023 0.004
O -30.9950 -1.1772 -1.3586 -0.008
O -29.2307 -1.6114 -2.6463 0.009
O -29.1417 0.1871 -1.2215 0.044
O -29.0768 -2.0831 -0.2384 0.010
C -25.5135 -0.4890 -6.8330 0.000
C -24.3499 -0.0272 -5.9790 0.000
O -24.8521 -0.4074 -4.6914 0.001
S -26.4991 -0.5279 -4.4383 0.000
O -27.0056 0.6192 -3.7361 0.012
O -26.6963 -1.9453 -4.1034 0.002
O -26.6982 -0.1768 -6.1056 0.002
H -25.3851 -1.5708 -6.7993 0.000
H -25.4133 -0.1498 -7.8640 0.000
H -23.9883 0.9846 -6.1620 0.000
H -23.4973 -0.6734 -6.1879 0.000
C -33.1099 1.7176 -4.2039 0.000
C -33.3457 1.0828 -2.8454 0.000
O -32.9888 2.1538 -1.8543 0.000
S -32.1010 3.3756 -2.5460 -0.001
O -30.6861 3.0154 -2.4614 0.011
O -32.4238 4.6187 -1.8861 0.002
O -32.8517 3.0440 -3.9555 0.000
H -34.0354 1.7874 -4.7755 0.000
H -32.3092 1.1557 -4.6849 0.000
H -32.8078 0.1455 -2.7032 -0.001
H -34.3894 0.7774 -2.7709 0.000
C -34.0378 -0.7663 0.2754 -0.001
C -34.3435 -2.0583 -0.4941 -0.019
O -35.2561 -1.5967 -1.3965 0.000
S -36.2590 -0.5113 -0.7052 0.000
O -37.1203 -1.0000 0.4391 0.000
O -36.8376 0.4611 -1.6901 0.000
O -35.0418 0.1671 0.1025 -0.001
H -33.0951 -0.3645 -0.0959 -0.001
H -34.0725 -1.0360 1.3310 0.003
H -34.7020 -2.9699 -0.0160 -0.008
H -33.4981 -2.4187 -1.0801 0.023
```

Summary:
Multiplicity: 8
Gap between HOMO and LUMO (spin up / spin down) in eV: 3.2 / 3.5
Charge: +2
Energy relative to the best compared isomer or geometry (same formula, charge and spin) in kJ/mol: 171.5
HOMO (spin up / spin down) in Ha: -0.499 / -0.544
Strongest force on any atom in eV/Å: 8.25